{
  "formula": "C5H8O2",
  "method": "ωB97M-V with the def2-TZVPD basis set",
  "homo_energy_ev": -9.017,
  "orbital_gap_ev": 9.84,
  "e_tot_ha": -345.707244,
  "smiles": "C[C@H]1O[C@H]2C[C@]21O",
  "species": ["C", "C", "O", "C", "C", "C", "O", "H", "H", "H", "H", "H", "H", "H", "H"],
  "coordinates": [[-1.89978, -0.26539, -0.30822], [-0.65586, 0.54802, 0.01206], [-0.24147, 0.67825, 1.39681], [1.12701, 0.47275, 1.03186], [1.28089, -0.95046, 0.60199], [0.72596, 0.05219, -0.36328], [1.27592, 0.14425, -1.62331], [-1.63912, -1.26826, -0.66027], [-2.56382, -0.35446, 0.55512], [-2.46039, 0.23671, -1.10347], [-0.78169, 1.57569, -0.36397], [1.88779, 1.12719, 1.44601], [2.29856, -1.22230, 0.32555], [0.69341, -1.73097, 1.08402], [0.95259, 0.95678, -2.03091]],
  "forces_ev_per_a": [[-0.0075, -0.0284, 0.0055], [-0.1838, -0.0232, -0.3109], [-0.0462, 0.0480, 0.1026], [0.2955, 0.1181, 0.1160], [-0.0318, -0.1621, -0.0497], [-0.0785, -0.0771, 0.1490], [-0.0098, 0.2251, -0.0975], [-0.0348, 0.0813, 0.1652], [0.1417, 0.0524, -0.0225], [0.0404, -0.1521, 0.1004], [0.0543, -0.1177, -0.0444], [-0.1352, -0.1488, -0.0357], [-0.1719, 0.0133, 0.0637], [0.0205, 0.1540, -0.1403], [0.1472, 0.0172, -0.0013]],
  "mulliken_charge": [-1.33, 0.43, -0.45, -0.26, -0.71, 0.24, -0.54, 0.34, 0.32, 0.32, 0.42, 0.40, 0.27, 0.22, 0.34]
}